A single C3H7PS2 molecule. Source: the Open Molecules 2025 dataset; level of theory: the ωB97M-V functional and the def2-TZVPD basis.

Geometry (Å):
C1 1.213 -1.707 0.505
C2 -1.339 -0.478 0.216
C3 -0.670 0.918 -0.030
P1 1.166 -1.937 -1.366
S1 -0.267 -1.276 1.440
S2 -1.796 -1.534 -1.140
H1 1.617 -2.665 0.870
H2 2.008 -0.900 0.701
H3 -2.328 -0.417 0.950
H4 -1.484 1.705 -0.046
H5 -0.116 0.864 -0.902
H6 0.086 1.285 0.722
H7 0.873 -0.546 -1.606

## Properties
LUMO (alpha / beta) in eV: -1.85 / -1.82
HOMO-LUMO gap (alpha / beta) in eV: 6.551 / 6.588

***

A molecular structure, C3H8AsBa2CuF6NO2. Source: the Open Molecules 2025 dataset; level of theory: the ωB97M-V functional and the def2-TZVPD basis.

Geometry (Å):
Cu1 -0.975 -3.254 1.392
Ba1 -1.814 -3.231 -2.202
Ba2 2.094 -3.638 -0.715
O1 -0.023 -2.003 -0.262
H1 -0.157 -1.039 -0.176
As1 -3.576 -0.104 0.676
F1 -2.591 -1.274 1.778
F2 -4.373 0.599 2.132
F3 -4.621 0.820 -0.447
F4 -2.864 -0.941 -0.779
F5 -4.874 -1.365 0.523
F6 -2.347 1.063 0.667
C1 2.666 -0.216 0.308
O2 2.822 -1.142 -0.489
N1 2.426 1.084 -0.120
C2 1.812 2.117 0.819
C3 2.244 1.307 -1.528
H2 2.551 -0.196 1.403
H3 1.993 1.781 1.840
H4 0.798 2.193 0.427
H5 2.241 3.067 0.501
H6 1.185 1.321 -1.787
H7 2.603 2.325 -1.682
H8 2.778 0.727 -2.280

## Properties
LUMO (alpha / beta) in eV: -8.19 / -8.60
Net charge: +2
Expectation value of S²: 0.75
Spin multiplicity: 2
HOMO-LUMO gap (alpha / beta) in eV: 4.874 / 7.053

***

A molecular structure, C3H8BBr2Na5O3. Source: the Open Molecules 2025 dataset; level of theory: the ωB97M-V functional and the def2-TZVPD basis.

Geometry (Å):
Na1 -0.615 2.202 2.303
Na2 -5.416 -3.914 -0.165
Na3 0.191 5.517 -2.853
Na4 -7.278 0.789 -3.793
Na5 -2.608 1.866 -6.125
C1 -2.447 -0.094 -1.522
O1 -3.147 -0.515 -2.433
O2 -1.806 0.889 -1.748
O3 -2.496 -0.691 -0.410
B1 0.367 6.734 1.308
H1 0.162 7.269 2.223
H2 -0.507 6.135 1.105
H3 0.484 7.425 0.488
H4 1.202 6.055 1.381
Br1 3.650 -2.685 1.540
C2 3.703 -4.637 1.048
C3 2.302 -5.301 1.432
Br2 2.243 -7.276 1.047
H5 4.449 -5.171 1.636
H6 3.982 -4.785 0.005
H7 1.481 -4.697 1.045
H8 2.102 -5.117 2.487

## Properties
LUMO in eV: -6.73
Net charge: +2
HOMO-LUMO gap in eV: 2.889

***

A molecular structure, C3H8BF2NO6P2SV. Source: the Open Molecules 2025 dataset; level of theory: the ωB97M-V functional and the def2-TZVPD basis.

Geometry (Å):
V1 -1.120 1.240 -0.892
N1 1.935 0.291 1.316
C1 0.947 -0.666 0.624
C2 1.284 -2.125 0.915
P1 1.095 -0.176 -1.213
O1 2.162 -1.224 -1.745
O2 -0.221 -0.300 -1.954
O3 1.580 1.240 -1.081
P2 -0.721 -0.172 1.284
O4 -0.515 -0.564 2.815
O5 -1.778 -0.883 0.533
O6 -0.740 1.352 1.121
H1 2.800 -0.191 1.557
H2 1.542 0.719 2.156
H3 2.105 1.040 0.608
H4 2.268 -2.382 0.522
H5 0.548 -2.757 0.420
H6 1.240 -2.336 1.984
H7 2.196 -1.283 -2.708
H8 -1.336 -0.711 3.300
S1 -2.626 3.690 -2.733
C3 -1.835 2.611 -1.856
F1 -3.474 0.524 -2.591
B1 -3.166 1.374 -1.605
F2 -4.170 1.688 -0.778

## Properties
LUMO (alpha / beta) in eV: -0.30 / -0.33
Expectation value of S²: 3.80
Spin multiplicity: 4
HOMO-LUMO gap (alpha / beta) in eV: 6.998 / 7.189

***

A gas-phase ion, C3H8BN2OS (charge +1). Source: the Open Molecules 2025 dataset; level of theory: the ωB97M-V functional and the def2-TZVPD basis.

Geometry (Å):
N1 1.978 -0.747 0.325
B1 1.149 0.444 0.328
O1 1.819 1.690 0.307
C1 -0.473 0.472 0.408
C2 -1.061 0.818 -1.029
S1 -1.376 -0.900 -1.625
C3 -1.383 -1.630 0.019
N2 -0.932 -0.821 0.931
H1 1.655 -1.470 -0.309
H2 2.921 -0.489 0.046
H3 1.185 2.365 0.054
H4 -0.675 1.377 1.019
H5 -1.920 1.479 -0.846
H6 -0.239 1.175 -1.667
H7 -1.750 -2.660 0.133
H8 -0.897 -1.103 1.906

## Properties
LUMO in eV: -4.86
Net charge: +1
HOMO-LUMO gap in eV: 9.309

***

2 unconnected molecules or ions with the total composition C3H8BrFSi. Source: the Open Molecules 2025 dataset; level of theory: the ωB97M-V functional and the def2-TZVPD basis.

Geometry (Å):
C1 -2.033 0.032 -0.424
C2 1.646 1.467 -0.411
C3 0.403 -1.315 0.975
F1 0.343 -1.114 -2.003
Si1 -0.191 -0.381 -0.578
Br1 0.122 -0.305 2.606
H1 -2.320 0.835 -1.270
H2 -2.649 -0.779 -0.560
H3 -2.175 0.524 0.555
H4 1.407 1.921 0.552
H5 2.554 0.844 -0.306
H6 1.602 2.051 -1.310
H7 -0.144 -2.231 1.234
H8 1.436 -1.549 0.939

## Properties
LUMO in eV: 0.58
HOMO-LUMO gap in eV: 9.360

***

A molecular structure, C3H8BrHfO3S. Source: the Open Molecules 2025 dataset; level of theory: the ωB97M-V functional and the def2-TZVPD basis.

Geometry (Å):
Hf1 34.586 25.812 -10.036
Br1 34.248 29.621 -9.764
O1 35.360 32.490 -3.944
S1 35.690 33.631 -4.832
O2 35.743 34.957 -4.347
O3 37.032 33.298 -5.810
C1 38.019 34.293 -6.136
C2 39.025 34.464 -5.021
C3 34.457 33.547 -6.198
H1 37.385 35.180 -6.144
H2 38.519 33.915 -7.027
H3 39.859 33.769 -4.916
H4 38.446 34.408 -4.099
H5 39.646 35.347 -4.870
H6 34.568 32.545 -6.613
H7 34.777 34.254 -6.963
H8 33.487 33.650 -5.711

## Properties
LUMO in eV: -17.02
Net charge: +3
HOMO-LUMO gap in eV: 2.213

***

2 unconnected molecules or ions with the total composition C3H8Cl2N2. Source: the Open Molecules 2025 dataset; level of theory: the ωB97M-V functional and the def2-TZVPD basis.

Geometry (Å):
Cl1 -2.665 1.076 -0.927
C1 -2.475 1.555 0.878
N1 -1.338 2.319 1.048
Cl2 -1.272 3.726 0.008
H1 -2.295 0.625 1.321
H2 -3.426 2.163 0.967
H3 -0.507 1.764 0.699
C2 1.396 0.306 -1.284
N2 0.876 -0.378 -0.336
C3 0.880 -1.839 -0.104
H4 1.147 1.311 -1.304
H5 1.860 -0.001 -2.260
H6 1.453 -2.201 -0.926
H7 1.191 -1.907 0.963
H8 -0.244 -1.911 -0.118

## Properties
Structure (SMILES): ClCNCl.C=NC
LUMO in eV: 0.73
HOMO-LUMO gap in eV: 10.212

***

4 unconnected molecules or ions with the total composition C3H8Cl6O. Source: the Open Molecules 2025 dataset; level of theory: the ωB97M-V functional and the def2-TZVPD basis.

Geometry (Å):
Cl1 -1.490 2.440 -2.940
C1 -2.314 1.066 -2.219
Cl2 -1.309 -0.389 -2.217
H1 -2.566 1.306 -1.193
H2 -3.214 0.842 -2.780
Cl3 -0.583 -0.212 2.892
C2 -1.114 -1.015 1.402
Cl4 -0.122 -2.420 1.022
H3 -2.137 -1.339 1.549
H4 -1.035 -0.304 0.588
Cl5 3.671 2.082 -1.398
C3 2.002 1.569 -1.582
Cl6 1.242 1.172 -0.029
H5 1.419 2.364 -2.034
H6 1.955 0.694 -2.219
O1 1.858 -2.702 4.103
H7 1.123 -2.434 3.546
H8 2.614 -2.719 3.511

## Properties
Structure (SMILES): ClCCl.ClCCl.ClCCl.O
LUMO in eV: 0.38
HOMO-LUMO gap in eV: 11.418

***

2 unconnected molecules or ions with the total composition C3H8ClN2. Source: the Open Molecules 2025 dataset; level of theory: the ωB97M-V functional and the def2-TZVPD basis.

Geometry (Å):
C1 -2.122 -0.248 -2.592
C2 1.166 0.154 2.292
C3 0.547 0.426 0.141
N1 0.886 -1.722 1.014
N2 0.876 -0.441 1.089
Cl1 0.134 -0.022 -1.459
H1 -2.505 0.810 -2.548
H2 -2.444 -1.065 -1.895
H3 -1.842 -0.471 -3.661
H4 2.242 0.574 2.593
H5 0.860 -0.607 3.144
H6 0.564 1.018 2.287
H7 0.409 1.466 0.319
H8 0.577 -2.146 0.040

## Properties
LUMO (alpha / beta) in eV: -7.08 / -4.99
Net charge: +1
HOMO-LUMO gap (alpha / beta) in eV: 5.561 / 9.318

***

2 unconnected molecules or ions with the total composition C3H8ClNO. Source: the Open Molecules 2025 dataset; level of theory: the ωB97M-V functional and the def2-TZVPD basis.

Geometry (Å):
C1 -0.066 1.469 0.190
C2 0.870 -0.801 0.743
C3 -1.383 -0.542 0.186
N1 -0.283 0.085 0.666
O1 -1.476 -1.825 -0.054
Cl1 -2.943 0.331 0.115
H1 -0.716 1.545 -0.769
H2 -0.528 2.103 0.941
H3 0.907 1.575 0.001
H4 0.941 -1.365 -0.208
H5 1.716 -0.228 1.023
H6 0.703 -1.598 1.496
H7 -1.197 0.451 -1.933
H8 -2.337 -2.025 -0.379

## Properties
LUMO (alpha / beta) in eV: 0.53 / 0.53
HOMO-LUMO gap (alpha / beta) in eV: 7.063 / 7.061

***

A single C3H8ClNS molecule. Source: the Open Molecules 2025 dataset; level of theory: the ωB97M-V functional and the def2-TZVPD basis.

Geometry (Å):
C1 1.254 0.748 -0.812
N1 0.269 -0.257 -0.943
C2 -0.700 -0.179 0.042
C3 -0.228 -0.157 1.575
S1 -2.041 -1.473 -0.264
Cl1 -1.683 1.438 0.041
H1 1.851 0.767 -1.745
H2 0.777 1.736 -0.645
H3 1.991 0.298 -0.070
H4 -0.246 -0.421 -1.984
H5 -0.998 -0.092 2.308
H6 0.355 -1.031 1.877
H7 0.436 0.694 1.560
H8 -1.039 -2.071 -0.941

## Properties
Structure (SMILES): CN[C@](C)(S)Cl
LUMO in eV: 0.75
HOMO-LUMO gap in eV: 10.141

***

A single C3H8ClOPS molecule. Source: the Open Molecules 2025 dataset; level of theory: the ωB97M-V functional and the def2-TZVPD basis.

Geometry (Å):
C1 -2.747 0.051 -0.121
C2 -1.403 -0.400 0.495
P1 0.072 0.453 -0.333
Cl1 -0.422 2.375 0.074
S1 1.454 -0.032 1.128
C3 2.937 0.014 0.025
O1 2.951 -0.876 -0.983
H1 -3.060 0.987 0.114
H2 -2.795 -0.105 -1.208
H3 -3.380 -0.650 0.274
H4 -1.413 -1.498 0.370
H5 -1.245 -0.131 1.529
H6 3.220 0.999 -0.436
H7 3.793 -0.272 0.611
H8 2.038 -0.914 -1.539

## Properties
Structure (SMILES): CCP(Cl)SCO
LUMO in eV: 0.80
HOMO-LUMO gap in eV: 10.070

***

A molecular structure, C3H8CsO. Source: the Open Molecules 2025 dataset; level of theory: the ωB97M-V functional and the def2-TZVPD basis.

Geometry (Å):
Cs1 -3.524 -1.521 -1.907
C1 1.529 0.630 0.396
C2 0.403 -0.242 -0.328
C3 -0.792 -0.447 0.618
O1 0.000 0.436 -1.531
H1 1.121 1.601 0.677
H2 2.431 0.733 -0.206
H3 1.708 0.092 1.327
H4 0.613 -1.286 -0.560
H5 -1.625 -1.082 0.317
H6 -1.148 0.552 0.866
H7 -0.492 -0.799 1.605
H8 -0.225 1.333 -1.275

## Properties
LUMO in eV: -3.84
Net charge: +1
HOMO-LUMO gap in eV: 9.666

***

A molecular structure, C3H8F18NOP3Rb. Source: the Open Molecules 2025 dataset; level of theory: the ωB97M-V functional and the def2-TZVPD basis.

Geometry (Å):
Rb1 18.909 22.481 13.914
C1 17.769 18.746 10.572
C2 17.337 20.162 11.071
O1 18.113 20.957 11.721
N1 15.812 20.386 10.950
H1 15.320 19.835 10.261
H2 15.300 19.945 11.700
C3 15.523 21.837 10.690
H3 16.916 18.069 10.527
H4 18.432 18.322 11.327
H5 18.218 18.868 9.586
H6 16.204 22.477 11.251
H7 14.527 21.934 11.123
H8 15.544 22.064 9.625
P1 20.601 19.368 14.786
F1 19.248 20.048 15.309
F2 20.976 20.678 13.798
F3 21.213 20.199 16.034
F4 22.017 18.708 14.422
F5 20.128 18.174 15.869
F6 19.685 18.482 13.729
P2 22.248 24.453 13.828
F7 22.011 25.212 15.196
F8 20.729 24.736 13.365
F9 22.522 25.855 13.152
F10 22.281 23.681 12.400
F11 23.856 24.161 13.978
F12 21.746 23.181 14.651
P3 18.091 23.861 17.182
F13 18.548 24.591 15.751
F14 16.626 24.539 16.971
F15 17.666 22.522 16.357
F16 17.632 23.139 18.585
F17 19.449 23.012 17.423
F18 18.685 25.078 18.156

## Properties
LUMO (alpha / beta) in eV: 3.19 / 2.93
Net charge: -2
Expectation value of S²: 0.75
Spin multiplicity: 2
HOMO-LUMO gap (alpha / beta) in eV: 4.690 / 8.454

***

A single C3H8F2N2 molecule. Source: the Open Molecules 2025 dataset; level of theory: the ωB97M-V functional and the def2-TZVPD basis.

Geometry (Å):
N1 2.405 -0.696 0.064
C1 1.396 0.166 -0.761
C2 -0.030 0.216 -0.009
F1 -0.813 1.360 -0.558
F2 0.363 0.651 1.277
C3 -0.996 -0.980 -0.135
N2 -2.361 -0.733 0.067
H1 2.578 -0.360 1.061
H2 2.224 -1.639 -0.271
H3 1.977 1.257 -0.811
H4 1.242 -0.302 -1.748
H5 -0.946 -1.335 -1.180
H6 -0.494 -1.998 0.244
H7 -2.447 0.389 -0.322
H8 -2.618 -0.527 1.069

## Properties
Structure (SMILES): NCC(F)(F)CN
LUMO in eV: 0.88
HOMO-LUMO gap in eV: 10.336

***

A single C3H8FN3 molecule. Source: the Open Molecules 2025 dataset; level of theory: the ωB97M-V functional and the def2-TZVPD basis.

Geometry (Å):
C1 -0.447 2.132 -0.127
N1 0.607 1.186 0.119
C2 0.037 0.025 0.087
C3 -1.492 -0.311 0.192
F1 -1.710 -1.502 -0.187
N2 0.989 -0.953 0.026
N3 2.317 -0.725 -0.162
H1 -0.681 2.484 -1.289
H2 -1.538 1.908 0.542
H3 -0.001 3.086 0.378
H4 -2.005 -0.160 1.157
H5 -1.948 0.535 -0.515
H6 0.601 -1.872 0.017
H7 2.648 -0.608 0.909
H8 2.340 0.516 -0.310

## Properties
Structure (SMILES): C/N=C(\CF)NN
LUMO in eV: 0.84
HOMO-LUMO gap in eV: 9.204

***

A single C3H8FNS molecule. Source: the Open Molecules 2025 dataset; level of theory: the ωB97M-V functional and the def2-TZVPD basis.

Geometry (Å):
N1 0.513 -1.545 -0.615
C1 0.369 -1.123 0.781
C2 -0.377 0.148 0.614
F1 -1.550 -0.402 -0.198
C3 0.379 1.136 -0.272
S1 -0.411 2.836 -0.040
H1 -0.550 -1.372 -1.115
H2 0.809 -2.501 -0.985
H3 1.378 -0.690 1.241
H4 -0.209 -1.806 1.326
H5 -1.096 0.339 1.518
H6 1.597 1.577 -0.074
H7 0.522 0.675 -1.220
H8 -1.376 2.728 -0.961

## Properties
Structure (SMILES): NC[C@H](F)CS
LUMO in eV: 0.95
HOMO-LUMO gap in eV: 10.012

***

A single C3H8FNS molecule. Source: the Open Molecules 2025 dataset; level of theory: the ωB97M-V functional and the def2-TZVPD basis.

Geometry (Å):
C1 -0.552 -0.051 -1.362
C2 -0.434 0.645 -0.020
C3 0.342 -0.226 1.044
N1 1.278 -1.177 0.570
F1 -0.761 -0.892 1.858
S1 1.087 0.934 2.271
H1 -1.068 0.516 -2.127
H2 -1.095 -0.984 -1.307
H3 0.442 -0.160 -1.731
H4 -0.061 1.726 -0.202
H5 -1.427 0.612 0.516
H6 0.610 -1.708 0.000
H7 1.563 -1.800 1.302
H8 1.923 0.076 2.713

## Properties
Structure (SMILES): CC[C@](N)(F)S
LUMO in eV: 0.90
HOMO-LUMO gap in eV: 10.316

***

A gas-phase ion, C3H8IN2 (charge +1). Source: the Open Molecules 2025 dataset; level of theory: the ωB97M-V functional and the def2-TZVPD basis.

Geometry (Å):
N1 1.168 -0.602 -1.249
C1 1.144 0.221 -0.164
I1 1.736 -0.830 1.807
C2 -0.292 0.837 0.118
C3 -1.400 -0.100 -0.299
N2 -1.145 0.245 1.136
H1 1.910 -0.426 -2.049
H2 1.292 -1.610 -1.050
H3 1.838 1.041 -0.313
H4 -0.293 1.913 0.072
H5 -2.341 0.213 -0.762
H6 -1.181 -1.168 -0.615
H7 -1.886 0.757 1.652
H8 -0.549 -0.492 1.715

## Properties
Structure (SMILES): N[C@H](I)[C@H]1C[NH2+]1
LUMO in eV: -4.05
Net charge: +1
HOMO-LUMO gap in eV: 9.673

***

no.,maximum force (Eh/bohr)
1,0.0678
2,0.1019
3,0.1316
4,0.0180
5,0.0528
6,0.0899
7,0.0669
8,0.0744
9,0.0093
10,0.1297
11,0.1106
12,0.0917
13,0.1079
14,0.0469
15,0.0586
16,0.1066
17,0.1217
18,0.0920
19,0.0510
20,0.0938